[1]
# C4H7NO

A 2-piece molecular cluster, C4H7NO overall (ωB97M-V/def2-TZVPD, OMol25).

```
13
Properties=species:S:1:pos:R:3
O 0.38765 1.64650 1.06334
C 0.33297 1.40090 -0.11640
C 0.69109 0.05445 -0.70703
C 0.83443 -1.02918 0.36433
C -0.46651 -1.46064 0.88885
N -1.50095 -1.80306 1.27674
H -2.25808 0.63130 0.13464
H 0.02708 2.17523 -0.84963
H -2.41186 0.97258 -0.50827
H 1.64429 0.17798 -1.23981
H -0.05291 -0.21747 -1.46495
H 1.42626 -0.64158 1.19888
H 1.34654 -1.90702 -0.04068
```

Properties
Total charge = 0
Energy relative to the best compared isomer or geometry (same formula, charge and spin) = 204.93 kJ/mol
E_LUMO = 0.73 eV
Orbital gap = 11.17 eV
Structure (SMILES) = N#CCCC=O.[H][H]

Table of Löwdin atomic charges, one value per atom, all in e: 0.048 -0.308 -0.170 -0.179 -0.236 0.146 0.039 0.120 0.056 0.125 0.117 0.122 0.121

[2]
# C4H7NO

One molecule with the formula C4H7NO (ωB97M-V/def2-TZVPD, OMol25).

```
13
Properties=species:S:1:pos:R:3
C 1.33552 0.60345 0.24569
C 0.27628 -0.07512 -0.62175
C -0.47804 -1.19255 0.11680
N -1.56341 -0.49969 0.86880
C -1.73109 0.57183 0.27551
O -0.73871 0.81104 -0.97831
H 1.80854 1.42524 -0.30002
H 0.89757 1.01799 1.16263
H 2.10836 -0.11693 0.53367
H 0.72742 -0.48953 -1.52513
H -0.96620 -1.87728 -0.58452
H 0.15086 -1.76521 0.79982
H -1.82712 1.58676 0.00682
```

Properties
Total charge = 0
Energy relative to the best compared isomer or geometry (same formula, charge and spin) = 292.51 kJ/mol
E_LUMO = 1.04 eV
Orbital gap = 10.97 eV
Structure (SMILES) = C[C@H]1CN=CO1

Table of Löwdin atomic charges, one value per atom, all in e: -0.047 -0.453 -0.145 0.088 -0.053 -0.131 0.080 0.083 0.079 0.140 0.119 0.114 0.125